ORCA calculation (ωB97M-V/def2-TZVPD) on a molecular structure, C12H13ClIrO2 at a distorted geometry.

CARTESIAN COORDINATES (ANGSTROEM)
1 C -2.781 -1.370 -0.287
2 C -1.677 -1.647 -1.196
3 C -1.130 -0.391 -1.606
4 H -1.356 -2.617 -1.552
5 C -1.765 0.662 -0.869
6 C -2.834 0.076 -0.075
7 H -3.508 0.633 0.580
8 H -3.465 -2.110 0.127
9 H -0.375 -0.259 -2.369
10 H -1.497 1.714 -0.925
11 Ir -1.029 -0.700 0.562
12 Cl 0.173 -2.438 1.296
13 C 2.114 -0.111 -0.644
14 C 2.139 1.183 -1.261
15 C 2.435 1.007 -2.629
16 H 1.841 2.101 -0.772
17 C 2.602 -0.403 -2.871
18 C 2.477 -1.088 -1.639
19 H 2.475 -2.167 -1.507
20 H 1.726 -0.333 0.355
21 H 2.500 1.794 -3.377
22 H 2.883 -0.861 -3.813
23 C -0.071 1.408 4.022
24 C -0.556 0.581 2.852
25 O -1.608 -0.109 2.868
26 O 0.152 0.629 1.753
27 H -0.840 2.100 4.374
28 H 0.820 1.970 3.747
29 H 0.157 0.743 4.854

Atoms 1-2, force components in eV/Å:
C -1.00 -0.13 -0.83
C -1.72 0.18 -2.29

As for the multiplicity: 5. Its maximum force is 5.2 eV/Å. Its electronic energy is -1179.9277 Ha. Its energy above the lowest of the compared OMol25 structures with the same formula, charge and spin is 16.3 kcal/mol. For the HOMO-LUMO gap (alpha / beta), the calculation gives 3.73 / 5.50 eV. The total charge is -1.


ORCA calculation (ωB97M-V/def2-TZVPD) on a molecular structure, C12H13CuNO4Si.

CARTESIAN COORDINATES (ANGSTROEM)
1 Cu -0.259 0.610 0.758
2 O 2.649 -1.896 2.783
3 C 1.895 -1.105 2.027
4 O 0.793 -1.399 1.626
5 C 2.520 0.209 1.692
6 C 3.703 0.718 2.183
7 C 4.051 2.014 1.799
8 C 3.219 2.746 0.971
9 C 2.038 2.155 0.536
10 N 1.736 0.916 0.881
11 C 0.961 2.839 -0.303
12 O 1.219 3.898 -0.832
13 O -0.137 2.166 -0.371
14 H 2.140 -2.701 2.963
15 H 4.327 0.139 2.847
16 H 4.969 2.453 2.167
17 H 3.441 3.758 0.666
18 C -2.705 0.937 5.825
19 Si -3.663 1.201 4.235
20 C -5.096 0.000 4.141
21 C -4.298 2.957 4.139
22 C -2.521 0.900 2.833
23 C -1.791 0.708 1.878
24 H -3.345 1.081 6.699
25 H -1.876 1.643 5.897
26 H -2.295 -0.073 5.866
27 H -5.818 0.180 4.940
28 H -4.743 -1.029 4.227
29 H -5.615 0.091 3.185
30 H -5.035 3.156 4.920
31 H -4.763 3.149 3.171
32 H -3.479 3.669 4.255

Atoms 1-2, force components in eV/Å:
Cu 0.16 0.20 0.36
O -0.07 0.06 -0.01

As for the multiplicity: 2. Its maximum force is 0.4 eV/Å. Its electronic energy is -2750.7589 Ha. Its energy above the lowest of the compared OMol25 structures with the same formula, charge and spin is 0.0 kcal/mol. For the HOMO-LUMO gap (alpha / beta), the calculation gives 7.98 / 7.61 eV.


ORCA calculation (ωB97M-V/def2-TZVPD) on C12H13F6N3O in the gas phase.

CARTESIAN COORDINATES (ANGSTROEM)
1 C -3.037 -0.611 3.781
2 C -3.548 -0.030 2.460
3 C -2.574 -0.320 1.343
4 O -2.770 -1.143 0.479
5 N -1.426 0.421 1.445
6 C -0.326 0.464 0.503
7 N -0.222 -0.771 -0.187
8 C 0.791 -1.101 -1.072
9 C 0.629 -2.220 -1.892
10 C 1.661 -2.575 -2.740
11 C 1.559 -3.760 -3.646
12 C 2.815 -1.786 -2.729
13 C 2.871 -0.702 -1.880
14 N 1.884 -0.359 -1.065
15 C -0.630 1.678 -0.456
16 F 0.227 1.852 -1.450
17 F -0.684 2.823 0.245
18 F -1.841 1.513 -1.004
19 C 0.984 0.795 1.310
20 F 0.663 1.442 2.454
21 F 1.831 1.593 0.683
22 F 1.617 -0.308 1.686
23 H -2.891 -1.684 3.687
24 H -2.092 -0.159 4.073
25 H -3.764 -0.429 4.568
26 H -3.695 1.047 2.553
27 H -4.498 -0.495 2.197
28 H -1.406 1.127 2.168
29 H -1.121 -1.237 -0.310
30 H -0.289 -2.787 -1.855
31 H 0.589 -4.242 -3.552
32 H 2.336 -4.484 -3.404
33 H 1.702 -3.454 -4.681
34 H 3.645 -2.023 -3.376
35 H 3.739 -0.059 -1.834

Atoms 1-2, force components in eV/Å:
C -0.11 0.08 -0.06
C -0.10 -0.24 0.08

Its SMILES is CCC(=O)NC(Nc1cc(C)ccn1)(C(F)(F)F)C(F)(F)F. Its maximum force is 0.7 eV/Å. Its electronic energy is -1303.8443 Ha. For the HOMO-LUMO gap, the calculation gives 9.23 eV.


ORCA calculation (ωB97M-V/def2-TZVPD) on C12H13IN4O2 in the gas phase at a distorted geometry.

CARTESIAN COORDINATES (ANGSTROEM)
1 N -3.465 -2.789 -1.022
2 O 0.250 -0.846 -2.727
3 O -2.490 1.786 -0.909
4 I 4.386 -2.436 3.964
5 N -3.466 -1.625 -1.095
6 C 0.481 0.267 -2.323
7 C -2.335 0.580 -0.815
8 C 2.328 -0.156 3.233
9 C 1.540 -2.357 2.601
10 C 1.226 0.383 2.584
11 C 0.454 -1.795 1.989
12 C 2.510 -1.540 3.200
13 C 0.271 -0.421 1.924
14 C -3.477 -0.245 -1.106
15 N 0.843 2.767 -2.901
16 N 0.127 0.628 -1.028
17 C 1.097 1.327 -3.269
18 C -0.939 0.140 1.192
19 C -0.997 0.009 -0.339
20 H 3.072 0.500 3.661
21 H 1.696 -3.446 2.570
22 H 1.105 1.469 2.576
23 H -0.214 -2.495 1.497
24 H -4.404 0.280 -1.327
25 H 1.169 3.376 -3.645
26 H -0.156 2.975 -2.699
27 H 0.264 1.650 -0.826
28 H 2.179 1.050 -3.252
29 H 0.720 1.167 -4.267
30 H -1.822 -0.342 1.652
31 H -1.020 1.220 1.442
32 H -0.932 -1.081 -0.535

Atoms 1-2, force components in eV/Å:
N 0.04 5.62 -0.53
O 0.11 -0.49 -0.40

Its maximum force is 5.6 eV/Å. Its electronic energy is -1132.2143 Ha. Its energy above the lowest of the compared OMol25 structures with the same formula, charge and spin is 0.0 kcal/mol. For the HOMO-LUMO gap, the calculation gives 8.62 eV.


ORCA calculation (ωB97M-V/def2-TZVPD) on a molecular structure, C12H13MnNO11P.

CARTESIAN COORDINATES (ANGSTROEM)
1 Mn -0.408 -1.089 0.437
2 O -2.767 2.044 -1.458
3 C -1.938 1.206 -0.770
4 O -1.570 0.133 -1.289
5 C -1.519 1.633 0.509
6 C -1.860 2.843 1.164
7 C -1.351 3.102 2.402
8 C -0.498 2.155 3.043
9 C -0.226 0.990 2.383
10 N -0.697 0.733 1.155
11 C 0.616 -0.146 2.941
12 O 1.236 0.001 3.980
13 O 0.597 -1.205 2.196
14 H -3.001 1.552 -2.256
15 H -2.521 3.535 0.660
16 H -1.607 4.025 2.907
17 H -0.074 2.307 4.025
18 O -3.517 -3.524 0.333
19 C -2.461 -2.938 0.290
20 O -2.242 -1.722 0.704
21 C -1.197 -3.589 -0.317
22 O -1.143 -4.663 -0.851
23 O -0.127 -2.798 -0.192
24 C 1.060 2.029 -1.937
25 O 1.370 0.686 -2.316
26 P 1.488 -0.457 -1.201
27 O 1.933 -1.677 -2.118
28 C 0.960 -2.357 -2.936
29 O 2.878 -0.026 -0.531
30 C 3.275 -0.501 0.767
31 H 1.492 2.675 -2.698
32 H 1.499 2.281 -0.970
33 H -0.018 2.173 -1.901
34 H 0.832 -3.369 -2.565
35 H 1.343 -2.354 -3.955
36 H -0.007 -1.853 -2.913
37 H 2.896 -1.500 0.972
38 H 2.914 0.176 1.539
39 H 4.362 -0.511 0.768

Atoms 1-2, force components in eV/Å:
Mn -0.73 -0.09 -0.01
O 0.01 -0.03 0.00

As for the multiplicity: 6. Its maximum force is 0.9 eV/Å. Its electronic energy is -2840.0918 Ha. Its energy above the lowest of the compared OMol25 structures with the same formula, charge and spin is 0.0 kcal/mol. For the HOMO-LUMO gap (alpha / beta), the calculation gives 5.61 / 8.75 eV. The total charge is -1.


ORCA calculation (ωB97M-V/def2-TZVPD) on C12H13N in the gas phase at a distorted geometry.

CARTESIAN COORDINATES (ANGSTROEM)
1 C 2.297 2.447 0.935
2 C 1.118 1.549 0.606
3 C -0.287 2.025 0.497
4 N -1.305 1.305 0.149
5 C -1.029 0.075 -0.271
6 C -2.127 -0.686 -0.915
7 C -3.505 -0.256 -0.642
8 C -1.805 -1.968 -1.354
9 C -0.512 -2.557 -1.198
10 C 0.486 -1.829 -0.714
11 C 0.220 -0.565 -0.077
12 C 1.245 0.198 0.529
13 C 2.458 -0.630 1.020
14 H 2.368 2.894 1.950
15 H 3.269 2.005 0.797
16 H 2.305 3.324 0.270
17 H -0.525 3.025 0.563
18 H -4.321 -0.153 -1.259
19 H -3.894 -0.596 0.333
20 H -3.437 0.780 -0.398
21 H -2.675 -2.299 -1.831
22 H -0.210 -3.497 -1.654
23 H 1.500 -2.109 -0.874
24 H 3.446 -0.001 0.875
25 H 2.289 -0.961 2.115
26 H 2.632 -1.517 0.546

Atoms 1-2, force components in eV/Å:
C -0.31 1.35 0.24
C -1.48 0.71 1.04

Its SMILES is Cc1cnc2c(C)cccc2c1C. Its maximum force is 4.5 eV/Å. Its electronic energy is -519.7561 Ha. Its energy above the lowest of the compared OMol25 structures with the same formula, charge and spin is 41.5 kcal/mol. For the HOMO-LUMO gap, the calculation gives 8.81 eV.


ORCA calculation (ωB97M-V/def2-TZVPD) on 2 unconnected molecules or ions with the total composition C12H13NOS at a distorted geometry.

CARTESIAN COORDINATES (ANGSTROEM)
1 C -1.503 -2.354 0.526
2 C 3.530 0.315 -1.737
3 C 3.770 0.647 -0.403
4 C 2.416 -0.550 -1.975
5 C 2.902 0.362 0.558
6 C 1.546 -0.934 -0.951
7 C 1.808 -0.459 0.335
8 C 0.283 -1.654 -1.102
9 C -0.427 -1.485 0.269
10 C -2.149 2.299 0.262
11 C -3.229 0.235 1.522
12 C -1.943 0.813 0.852
13 N -2.395 -3.059 0.659
14 O -1.312 0.205 -0.173
15 S 0.653 -1.104 1.587
16 H 4.147 0.501 -2.526
17 H 4.500 1.386 -0.250
18 H 2.328 -0.962 -3.012
19 H 3.237 0.513 1.521
20 H -0.420 -1.297 -1.817
21 H 0.447 -2.719 -1.235
22 H -1.302 2.412 -0.329
23 H -3.067 2.323 -0.171
24 H -2.259 3.178 0.964
25 H -4.181 0.782 1.217
26 H -3.136 0.335 2.568
27 H -3.200 -0.752 1.184
28 H -1.048 1.024 1.658

Atoms 1-2, force components in eV/Å:
C -0.53 -0.32 0.02
C -3.32 -2.83 2.32

Its maximum force is 5.2 eV/Å. Its electronic energy is -993.1090 Ha. Its energy above the lowest of the compared OMol25 structures with the same formula, charge and spin is 46.8 kcal/mol. For the HOMO-LUMO gap (alpha / beta), the calculation gives 8.55 / 8.55 eV.


ORCA calculation (ωB97M-V/def2-TZVPD) on 2 unconnected molecules or ions with the total composition C12H13O2S at a distorted geometry.

CARTESIAN COORDINATES (ANGSTROEM)
1 C 4.283 -1.346 0.000
2 C 3.105 -2.133 -0.018
3 C 1.294 2.522 -0.339
4 C 4.090 0.043 0.009
5 C 1.811 -1.739 0.253
6 C 2.552 1.977 -0.142
7 C 0.162 1.665 -0.325
8 C 2.749 0.522 0.107
9 C 1.610 -0.313 0.127
10 C 0.478 0.430 -0.035
11 C -3.787 -0.650 1.457
12 C -4.133 -0.210 -1.333
13 O -2.667 1.348 0.299
14 O -1.766 -0.907 -0.118
15 S -2.950 -0.058 0.036
16 H 5.278 -1.743 -0.195
17 H 3.330 -3.160 0.089
18 H 1.117 3.584 -0.516
19 H 4.992 0.629 0.104
20 H 1.074 -2.503 0.120
21 H 3.306 2.648 0.018
22 H -0.954 1.991 -0.210
23 H -4.761 -1.279 1.248
24 H -4.120 0.323 2.041
25 H -3.010 -1.250 2.041
26 H -3.832 0.477 -2.228
27 H -4.869 0.357 -0.884
28 H -4.382 -1.224 -1.604

Atoms 1-2, force components in eV/Å:
C -1.14 2.45 -1.17
C 0.55 -0.46 2.07

Its maximum force is 4.4 eV/Å. Its electronic energy is -1013.3035 Ha. Its energy above the lowest of the compared OMol25 structures with the same formula, charge and spin is 49.7 kcal/mol. For the HOMO-LUMO gap, the calculation gives 6.64 eV. The total charge is +1.